{
  "formula": "C24H41F6N3NaO6PS3",
  "method": "ωB97M-V with the def2-TZVPD basis set",
  "homo_lumo_gap_ha": 0.277,
  "de_lowest_kj_mol": 0.0,
  "total_charge": 0,
  "lumo_ev": -0.65,
  "mol_weight_da": 731.76,
  "multiplicity": 1,
  "species": ["Na", "P", "F", "F", "F", "F", "F", "F", "C", "C", "C", "C", "N", "H", "H", "H", "H", "H", "H", "H", "C", "C", "C", "S", "O", "O", "C", "H", "H", "H", "H", "H", "H", "H", "H", "C", "C", "C", "S", "O", "O", "C", "H", "H", "H", "H", "H", "H", "H", "H", "C", "C", "C", "S", "O", "O", "C", "H", "H", "H", "H", "H", "H", "H", "H", "N", "C", "C", "C", "C", "H", "H", "H", "H", "H", "N", "C", "C", "C", "C", "H", "H", "H", "H", "H"],
  "positions_angstrom": [[9.3364, 33.4460, -2.8117], [6.9656, 31.1833, -3.3213], [6.2515, 30.4332, -4.5472], [7.4902, 32.4658, -4.2222], [5.5523, 31.9062, -3.0450], [7.5127, 32.0315, -2.0257], [6.5194, 29.9672, -2.3304], [8.3347, 30.4213, -3.5125], [4.7679, 30.2186, -7.7119], [5.1106, 29.1998, -8.8486], [5.1225, 29.7959, -10.2532], [3.8385, 30.2704, -10.6924], [2.7904, 30.6093, -11.0356], [3.6941, 30.4055, -7.6997], [5.3140, 31.1518, -7.8496], [5.0654, 29.7816, -6.7587], [4.5065, 28.2953, -8.7784], [6.1127, 28.8009, -8.6910], [5.4531, 29.1072, -11.0308], [5.7827, 30.6578, -10.3497], [11.4005, 28.8839, -2.7528], [10.3685, 28.0263, -2.0359], [9.6656, 28.8764, -1.0029], [10.7726, 30.3412, -0.6190], [11.0856, 30.3509, 0.8024], [10.2316, 31.5879, -1.2204], [12.1963, 29.6868, -1.6182], [10.7991, 29.4665, -3.4507], [12.0599, 28.3120, -3.4057], [10.8814, 27.1710, -1.5961], [9.6537, 27.5248, -2.6883], [9.3998, 28.3002, -0.1167], [8.7769, 29.3731, -1.3925], [12.7712, 29.0095, -0.9867], [12.8739, 30.4767, -1.9423], [5.0492, 25.9468, -1.7924], [4.9932, 24.8852, -0.7199], [6.4136, 24.4135, -0.2631], [7.6382, 25.0542, -1.5817], [7.7918, 23.9678, -2.5393], [8.7897, 25.6778, -0.8581], [6.4806, 26.4301, -2.1700], [4.4150, 26.8023, -1.5602], [4.5238, 25.5324, -2.6529], [4.5990, 23.9877, -1.1966], [4.2946, 25.2866, 0.0142], [6.6488, 23.4086, 0.0877], [6.6933, 25.0472, 0.5785], [6.7168, 26.6753, -3.2054], [6.8146, 27.2568, -1.5430], [6.2561, 35.3828, 1.6201], [4.9010, 35.0230, 0.9403], [5.3141, 34.5045, -0.4584], [6.6112, 35.7486, -0.9780], [6.0616, 36.8465, -1.7981], [7.7480, 35.0190, -1.5859], [6.9598, 36.3559, 0.7059], [6.8024, 34.4420, 1.6870], [6.0849, 35.8941, 2.5674], [4.2268, 35.8794, 0.9416], [4.4313, 34.1512, 1.3959], [4.5302, 34.4670, -1.2147], [5.8883, 33.5783, -0.4343], [6.3885, 37.2841, 0.7033], [7.9162, 36.8246, 0.9373], [8.6298, 31.3835, -6.8775], [9.4745, 31.0528, -7.8993], [9.1436, 31.9195, -8.9309], [7.9180, 32.4997, -8.6789], [7.6908, 32.2744, -7.3516], [8.6031, 30.9536, -5.9640], [10.3924, 30.4916, -7.8052], [9.8754, 32.0049, -9.7205], [7.3680, 33.2030, -9.2865], [6.8492, 32.6106, -6.7641], [6.1122, 30.9159, 0.2712], [4.8504, 31.3158, 0.6780], [4.8906, 31.6726, 2.0098], [6.2179, 31.5214, 2.3811], [6.9530, 30.9742, 1.3398], [6.3528, 30.7223, -0.6905], [4.0629, 31.4025, -0.0561], [4.1022, 32.1043, 2.6085], [6.5859, 31.9039, 3.3217], [7.9868, 30.6825, 1.2277]],
  "forces_ev_per_angstrom": [[-0.702, -0.238, 0.577], [-2.635, 0.903, 0.737], [1.083, 0.205, -0.367], [0.083, -0.796, -0.227], [-0.081, 0.288, -0.117], [0.835, -0.483, 0.006], [-0.004, -0.175, 0.191], [1.081, 0.123, -0.642], [0.075, -0.974, -0.837], [0.675, 0.282, 0.690], [0.237, 0.108, -0.291], [-1.760, 0.325, -0.331], [0.632, -0.118, 0.194], [0.036, 0.153, 0.045], [-0.085, -0.078, -0.028], [-0.093, 0.133, 0.033], [-0.465, 0.232, -0.188], [0.254, 0.237, 0.122], [0.140, -0.322, 0.198], [0.320, -0.007, 0.398], [0.303, 0.465, 0.174], [0.702, -0.880, 0.128], [-0.173, 1.025, 0.090], [0.080, -0.463, 0.161], [-0.152, 0.245, -0.998], [0.845, -1.549, 0.325], [-1.625, -0.151, -1.044], [0.437, 0.955, 0.174], [0.197, -0.146, 0.357], [-0.030, 0.123, 0.522], [-0.048, 0.443, -0.272], [0.263, 0.415, 0.207], [-0.065, -0.171, -0.094], [-0.308, -0.107, 0.112], [-0.386, 0.136, -0.119], [0.307, 0.903, -1.892], [0.802, -1.778, -0.212], [0.501, 2.806, 0.282], [-0.739, -0.028, 2.170], [0.353, 1.166, 0.233], [-1.810, -1.215, -1.770], [0.552, -1.102, 1.031], [0.367, 0.189, 0.340], [0.426, 0.053, -0.368], [-0.644, 0.121, 0.264], [0.491, -0.724, 0.640], [-0.413, -0.169, -0.808], [0.218, 0.086, 0.127], [-0.309, -0.265, 0.001], [-0.133, 0.063, -0.013], [-0.619, -0.240, -0.090], [0.941, -0.831, -0.423], [0.762, 1.756, -0.086], [0.106, 0.222, -1.955], [0.583, -1.481, 1.401], [-0.621, 0.510, 0.791], [-0.925, 1.200, -0.665], [0.204, 0.102, 0.569], [0.182, -0.486, 0.230], [-0.034, -0.085, -0.316], [-0.054, 0.347, 0.445], [0.183, 0.099, -0.001], [-0.229, -0.109, 0.221], [-0.620, 0.012, -0.153], [0.625, -1.230, -0.285], [-0.747, -0.190, 0.241], [0.412, 1.847, -0.138], [2.047, -2.523, -1.039], [-0.063, 1.772, 0.585], [-0.891, -0.749, 0.644], [-0.158, 0.086, -0.198], [-0.238, -0.092, 0.312], [-0.634, 0.137, -0.619], [0.059, -0.077, 0.002], [0.228, -0.198, 0.218], [-1.363, 0.067, 0.712], [0.073, -0.034, -0.749], [-0.365, 0.216, -1.296], [1.558, -0.166, 1.136], [-0.223, 0.816, -0.022], [-0.031, -0.248, 0.296], [-0.030, -0.180, 0.088], [-0.026, -0.181, -0.117], [0.304, -0.543, 0.112], [-0.028, 0.206, 0.236]],
  "mulliken_charge": [0.91, 1.52, -0.16, -0.46, -0.47, -0.43, -0.51, -0.28, -0.75, -0.55, -0.28, 0.19, -0.45, 0.43, 0.07, 0.14, 0.39, 0.30, 0.34, 0.12, -0.50, -0.54, 0.38, 0.83, -0.68, -0.44, -0.80, 0.03, 0.44, 0.35, 0.23, 0.58, -0.68, 0.36, 0.45, -0.82, -0.46, -0.81, 0.98, -0.64, -0.58, -0.23, 0.42, 0.29, 0.25, 0.33, 0.49, 0.30, 0.59, -0.08, -0.42, -0.63, -0.12, 0.89, -0.69, -0.53, -0.88, 0.24, 0.37, 0.43, 0.11, 0.50, -0.21, 0.39, 0.47, 0.22, -0.57, -0.48, -0.69, -0.52, 0.12, 0.41, 0.40, 0.48, 0.62, 0.43, -0.56, -0.59, -0.54, -0.62, 0.12, 0.44, 0.54, 0.44, 0.33]
}